A molecular structure, C4H6O4S3W, computed with ωB97M-V/def2-TZVPD.

```
18
Properties=species:S:1:pos:R:3:forces:R:3
W 0.33893 0.77568 0.00276 1.380 -0.263 0.086
C -2.11120 3.06249 -1.72630 0.021 0.125 0.010
C -0.95183 2.73859 -0.82192 -0.141 0.029 0.272
S 0.52377 2.22153 -1.64926 -0.099 0.215 -0.429
C -1.03968 2.77156 0.56782 -0.114 0.042 -0.307
C -2.29256 3.13241 1.31267 -0.016 -0.038 0.016
S 0.31683 2.29411 1.59932 -0.145 0.241 0.414
H -1.84004 2.96363 -2.77518 0.002 -0.036 0.004
H -2.41005 4.09818 -1.54980 -0.014 -0.013 -0.007
H -2.96723 2.41682 -1.52475 0.013 -0.028 0.010
H -3.09654 3.39978 0.63165 0.029 0.025 -0.012
H -2.08565 3.98638 1.96196 -0.011 0.018 -0.012
H -2.62838 2.30989 1.94564 0.019 -0.001 0.008
O 0.69551 -2.49079 -1.16661 0.023 -0.012 0.038
S 0.43521 -1.90164 0.07322 -0.342 -0.851 0.000
O 0.52926 -2.42893 1.36371 0.029 -0.011 -0.037
O 1.61325 -0.45373 0.11456 -0.098 0.768 -0.022
O -0.72814 -0.83612 -0.02922 -0.537 -0.209 -0.032
```
Forces are in eV/Å.

As for the HOMO energy: -0.7116 Eh. The gap between HOMO and LUMO comes out at 7.312 eV. Its charge is +2. For the molar mass, the calculation gives 398.13 g/mol.

Charge distribution, Mulliken scheme, values in e: W 1.585; C -1.413; C 0.605; S -0.020; C 0.520; C -1.148; S -0.006; H 0.470; H 0.395; H 0.383; H 0.373; H 0.379; H 0.359; O -0.305; S 1.076; O -0.305; O -0.429; O -0.519

***

8 unconnected molecules or ions with the total composition C24H58F6NO26P5, computed with ωB97M-V/def2-TZVPD.

```
120
Properties=species:S:1:pos:R:3:forces:R:3
C 3.59480 5.85133 4.51029 -0.107 1.350 -0.201
C 3.59997 4.78225 3.47769 0.768 -0.448 -1.257
O 2.76583 5.27284 2.38822 -0.377 0.826 1.113
C 2.76781 4.54911 1.32225 -0.227 -0.621 -1.320
O 3.35107 3.52174 1.13321 0.445 -0.402 0.223
C 1.78768 5.03317 0.23350 0.125 0.046 0.293
F 0.63546 4.40312 0.51043 -0.221 0.197 -0.331
F 1.57398 6.35210 0.20775 -0.016 -0.181 0.144
F 2.22607 4.66079 -0.96311 -0.187 -0.008 -0.031
H 4.04900 6.75318 4.08286 0.192 -0.209 -0.094
H 4.16218 5.65418 5.41410 -0.261 -0.408 0.108
H 2.57680 6.20202 4.68987 -0.042 -0.461 0.519
H 3.27675 3.77182 3.73065 -0.320 0.213 0.394
H 4.56840 4.64204 2.98749 0.188 0.019 0.494
C 0.89968 1.08418 -0.66284 0.287 0.632 -0.034
C 0.05197 0.02837 -1.37025 2.070 0.961 0.140
O -1.29484 0.25882 -0.92842 -0.277 -0.348 -0.623
C -2.23490 -0.26100 -1.69261 0.032 -0.065 0.650
O -2.10723 -1.09351 -2.54040 -0.007 0.016 -0.399
C -3.61690 0.32394 -1.32103 -0.377 -0.829 0.124
F -3.87069 1.43754 -2.00658 0.181 0.175 0.155
F -4.55369 -0.58688 -1.65941 -0.034 0.160 -0.104
F -3.75193 0.54780 -0.02003 0.145 0.272 -0.120
H 1.14715 1.95250 -1.27751 -0.188 -0.151 -0.213
H 1.86716 0.67301 -0.37982 -0.076 -0.050 0.144
H 0.38647 1.50269 0.20507 0.000 -0.348 0.166
H 0.52904 -0.92496 -1.14622 -1.138 -0.487 0.294
H 0.16644 0.14339 -2.44785 -0.578 0.039 -0.051
C 6.32294 0.08408 5.88342 -0.263 0.607 -0.370
O 5.99272 -1.07214 5.11424 0.774 -0.447 0.239
P 4.55686 -1.25018 4.54107 0.002 0.158 -0.143
O 3.47152 -0.71753 5.36605 -0.351 0.159 -0.022
O 4.68289 -0.59021 3.09865 -0.288 0.186 0.043
C 3.52042 0.04366 2.56141 -0.569 0.398 -0.549
O 4.52470 -2.80559 4.28268 -0.196 -0.035 -0.093
C 3.22673 -3.41680 4.19620 -0.355 -0.397 0.901
H 7.21368 0.54165 5.45791 0.141 -0.214 0.072
H 6.47297 -0.18719 6.92346 0.027 -0.089 0.005
H 5.52009 0.82004 5.80182 0.001 -0.048 0.239
H 2.59364 -0.37173 2.95820 0.063 -0.104 0.033
H 3.51677 -0.05126 1.47615 0.204 -0.259 0.027
H 3.50195 1.11752 2.75259 0.328 -0.064 0.249
H 2.41287 -2.70937 4.36695 0.154 0.243 -0.399
H 3.12659 -4.09988 5.04435 0.227 -0.189 -0.217
H 3.11324 -3.95762 3.26342 0.087 0.117 -0.005
C -8.70743 3.83526 -5.13825 -0.230 0.124 0.847
O -8.06353 3.25436 -3.98611 -0.051 -0.228 -0.197
P -6.72519 3.90738 -3.41721 -0.469 0.274 -0.358
O -6.79767 5.35333 -3.25411 0.185 0.249 -0.107
O -6.51684 3.06915 -2.10703 0.141 -0.503 -0.071
C -7.35399 3.33827 -0.97698 -0.265 -0.035 0.180
O -5.59914 3.42127 -4.42047 -0.218 -0.252 0.365
C -5.52516 2.01853 -4.69568 0.600 -0.460 -1.087
H -8.42693 3.32251 -6.05482 0.187 -0.001 0.010
H -8.48093 4.89994 -5.16299 0.001 0.007 -0.262
H -9.76944 3.69995 -4.94563 -0.052 0.055 -0.255
H -7.39389 2.44614 -0.35633 0.372 -0.008 -0.003
H -8.38857 3.53598 -1.26361 0.126 0.212 -0.221
H -6.93452 4.18211 -0.43733 -0.113 0.010 0.132
H -5.12332 1.88262 -5.70458 0.126 0.405 0.080
H -6.48807 1.51199 -4.74568 -0.149 0.217 0.569
H -4.82297 1.54154 -4.02294 -0.255 -0.071 0.254
C 5.29863 -0.53323 -4.92085 0.383 -0.001 -0.271
O 4.32955 -1.29377 -4.19132 -0.025 0.091 -0.136
P 2.96138 -0.58705 -3.82278 0.029 -0.967 -0.039
O 3.03849 0.52499 -2.89495 -0.068 0.619 0.349
O 2.11430 -1.79155 -3.24940 0.121 0.205 0.008
C 1.67736 -2.87083 -4.07177 0.104 -0.475 -0.450
O 2.35876 -0.26058 -5.25212 0.123 0.164 -0.172
C 1.30781 0.70498 -5.38075 -0.340 0.038 0.155
H 5.27227 -0.83638 -5.96719 -0.123 0.096 -0.009
H 6.29412 -0.75100 -4.53861 -0.120 -0.133 0.199
H 5.13928 0.54132 -4.83460 -0.150 -0.021 0.028
H 2.24788 -3.77826 -3.86738 -0.046 0.102 0.402
H 1.83600 -2.68193 -5.13533 -0.163 0.314 0.061
H 0.62150 -3.03273 -3.87402 -0.002 -0.038 0.040
H 0.37586 0.18765 -5.60945 0.050 -0.041 -0.052
H 1.55328 1.38918 -6.18791 0.092 -0.041 -0.030
H 1.17575 1.26601 -4.45540 0.118 0.045 -0.022
C 0.85038 1.94384 3.73684 1.192 0.012 -0.657
O 0.08638 0.79453 3.34001 0.150 0.586 0.270
P -1.49937 0.90859 3.29232 -0.520 -0.854 0.852
O -2.09043 2.21291 3.06298 0.191 0.761 -0.059
O -1.94875 0.20798 4.65665 -0.002 0.112 0.162
C -1.68794 0.86076 5.90084 -0.227 -0.298 0.191
O -1.93886 -0.18457 2.28637 0.585 -0.096 -0.570
C -1.23214 -1.41362 2.03560 -0.712 0.198 -0.537
H 1.55601 2.12448 2.92045 -0.332 0.349 -0.168
H 1.52390 1.73444 4.57151 -0.549 -0.402 0.328
H 0.25159 2.83102 3.92468 -0.204 -0.092 -0.076
H -1.38388 0.08734 6.60512 0.220 0.083 -0.035
H -2.59920 1.30792 6.29870 -0.021 0.132 -0.241
H -0.91672 1.62338 5.80984 0.051 -0.004 0.074
H -1.07456 -1.46551 0.96163 -0.082 -0.179 -0.003
H -1.94537 -2.16755 2.35946 0.428 -0.407 0.013
H -0.24601 -1.49489 2.48926 -0.191 0.229 0.406
C 1.68672 -6.73029 -0.66097 0.701 -0.916 -0.087
O 1.26802 -5.39896 -0.88984 -0.512 0.349 -0.181
P 0.92087 -4.42029 0.30040 0.464 -0.086 -0.406
O 0.54002 -3.07621 -0.10422 -0.155 0.394 -0.367
O -0.16266 -5.20343 1.13419 0.817 0.201 0.472
C -0.38293 -4.70575 2.47034 -1.437 -0.718 0.264
O 2.24620 -4.43837 1.17745 0.039 -0.432 0.607
C 3.36583 -3.66776 0.70090 -0.262 0.305 -0.244
H 2.39205 -6.82321 0.16891 -0.190 0.273 0.148
H 2.23773 -7.06743 -1.53984 -0.192 0.174 -0.115
H 0.85917 -7.41992 -0.49987 -0.199 0.258 0.043
H -0.01658 -3.70652 2.67622 0.470 -0.058 -0.225
H -0.04316 -5.45463 3.18174 0.435 0.176 0.008
H -1.46708 -4.66836 2.58898 0.018 0.092 -0.030
H 3.36999 -3.69166 -0.38906 0.179 0.138 0.009
H 4.29369 -4.08022 1.08686 -0.134 -0.233 0.110
H 3.26021 -2.64177 1.05195 0.017 0.025 -0.118
C -4.96965 -3.19209 -3.50670 -0.907 0.638 -1.007
N -4.94597 -4.40582 -4.36789 0.005 -0.691 0.447
O -4.60123 -5.45093 -3.84189 -0.029 0.324 -0.087
O -5.27514 -4.29611 -5.52813 -0.034 0.115 -0.116
H -3.98221 -3.05709 -3.08869 -0.085 0.107 0.302
H -5.81127 -3.24907 -2.82063 0.449 -0.587 0.498
H -5.29652 -2.39544 -4.17473 0.659 0.155 -0.009
```
Forces are in eV/Å.

As for the HOMO energy: -0.3804 Eh. Its SMILES is CCOC(=O)C(F)(F)F.CCOC(=O)C(F)(F)F.COP(=O)(OC)OC.COP(=O)(OC)OC.COP(=O)(OC)OC.COP(=O)(OC)OC.COP(=O)(OC)OC.C[N+](=O)[O-]. The gap between HOMO and LUMO comes out at 10.771 eV. Its charge is 0. For the molar mass, the calculation gives 1045.57 g/mol.

Results of the Mulliken charge analysis, in e, for atoms 1 through 99: C -1.340; C 0.193; O -0.283; C 0.427; O -0.531; C 0.942; F -0.214; F -0.263; F -0.262; H 0.332; H 0.389; H 0.326; H 0.017; H 0.322; C -1.217; C 0.581; O -0.145; C 0.398; O -0.556; C 0.820; F -0.256; F -0.281; F -0.158; H 0.294; H 0.170; H 0.301; H -0.176; H 0.169; C -0.639; O -0.363; P 1.056; O -0.633; O -0.399; C -0.153; O -0.383; C -0.354; H 0.274; H 0.260; H 0.280; H 0.143; H 0.160; H 0.212; H 0.187; H 0.360; H 0.027; C -0.740; O -0.305; P 0.872; O -0.749; O 0.086; C -0.757; O -0.316; C -0.383; H 0.245; H 0.371; H 0.241; H 0.259; H 0.301; H 0.299; H 0.365; H 0.312; H -0.056; C -0.738; O -0.358; P 0.434; O -0.454; O 0.373; C -0.744; O -0.351; C -0.610; H 0.261; H 0.248; H 0.337; H 0.230; H 0.380; H 0.234; H 0.261; H 0.268; H 0.262; C -0.645; O 0.380; P 0.504; O -0.795; O -0.281; C -0.682; O -0.252; C -0.355; H -0.368; H 0.420; H 0.655; H 0.256; H 0.262; H 0.278; H 0.261; H 0.318; H 0.022; C -0.771; O -0.313; P 0.125

***

A molecular structure, C17H17Cl2NOSr, computed with ωB97M-V/def2-TZVPD.

```
39
Properties=species:S:1:pos:R:3:forces:R:3
C 1.10653 -2.73005 -1.63355 0.910 -2.483 -3.009
C 1.02587 -2.78495 1.73105 2.907 2.754 -1.309
C 2.46406 -2.82266 -1.56037 0.534 0.506 -0.349
H 0.70804 -2.91788 -2.69807 0.722 0.557 1.558
C 1.81915 -1.65488 1.63447 -1.416 -1.817 0.058
H 0.53163 -2.92302 2.63945 -0.959 -0.126 1.313
H 3.10199 -3.02711 -2.48308 -1.295 0.718 0.961
H 1.78125 -0.92882 2.45369 -0.033 -0.347 -0.092
C 3.35649 -2.45746 -0.35256 -2.449 1.566 -0.343
H 4.26278 -2.06075 -0.75029 0.821 0.007 -0.281
H 3.55415 -3.28745 0.27499 0.446 -0.857 0.696
C 0.14277 -3.27054 -0.64477 0.387 -1.220 2.544
H -0.45504 -4.12740 -1.02418 0.594 0.460 -0.381
H -0.59019 -2.56524 -0.27521 -0.229 0.416 0.060
C 0.85025 -3.83354 0.68331 -1.625 -0.413 -0.248
H 1.76018 -4.38247 0.43914 -0.077 0.163 -0.100
H 0.15609 -4.58105 1.14753 0.480 0.398 -0.577
C 2.75212 -1.27200 0.51991 0.180 -0.013 -0.858
H 3.60752 -0.74851 0.97384 -0.198 -0.127 -0.003
H 2.26544 -0.49226 -0.14743 0.418 -0.973 0.554
Sr -1.92592 -0.42929 -1.54612 -0.389 -0.473 -1.204
H 0.05147 -0.95872 -1.65307 0.462 0.429 -0.171
Cl -1.50394 4.29047 -3.87771 -0.084 0.189 -0.104
C -1.68239 4.04779 -2.19079 -0.187 -1.827 1.440
C -1.74572 5.10384 -1.28429 0.120 0.438 0.218
C -1.84806 4.91019 0.08541 0.054 -1.227 -0.944
Cl -1.91568 6.25391 1.10901 -0.066 1.050 0.817
C -1.89965 3.59465 0.64378 0.172 0.462 -1.012
C -2.02380 3.27953 2.00301 -0.054 -0.451 0.540
C -2.09795 1.96080 2.41786 0.013 0.067 0.490
C -2.02633 0.92500 1.47781 0.083 0.975 -1.598
N -1.91756 1.20805 0.16878 -0.132 0.723 1.592
C -1.84886 2.50864 -0.26699 -0.247 -0.444 -0.184
C -1.80823 2.69604 -1.71447 -0.150 0.978 -0.892
O -1.93992 1.70612 -2.53158 0.152 -0.068 0.685
H -1.71641 6.12021 -1.69319 0.026 -0.353 0.331
H -2.06792 4.09112 2.72530 -0.020 -0.192 -0.077
H -2.21584 1.69632 3.47129 0.085 0.250 -0.322
H -2.06833 -0.13661 1.72809 0.042 0.306 0.199
```
Forces are in eV/Å.

As for the HOMO energy: -0.2539 Eh. The gap between HOMO and LUMO comes out at 6.124 eV. Its charge is 0. As for the energy above the lowest of the compared OMol25 structures with the same formula, charge and spin: 0.000 eV. For the molar mass, the calculation gives 409.86 g/mol.

Charge distribution, Mulliken scheme, values in e: C 0.055; C -0.463; C -0.503; H 0.143; C -0.364; H 0.484; H 0.292; H 0.364; C -1.015; H 0.446; H 0.391; C 0.000; H 0.297; H -0.170; C -1.003; H 0.403; H 0.360; C -0.513; H 0.433; H 0.195; Sr 1.990; H -0.399; Cl -0.198; C 0.145; C -0.515; C 0.655; Cl -0.271; C 0.108; C -0.535; C -0.712; C -0.160; N -1.188; C 0.029; C 0.877; O -1.213; H 0.400; H 0.404; H 0.373; H 0.378